Computed, not measured: a single C6H9NO molecule, with ωB97M-V/def2-TZVPD.

Computed properties:
* frontier orbital gap: 9.279 eV
* energy above the lowest of the compared OMol25 structures with the same formula, charge and spin: 7.390 eV
* total charge: 0
* E_LUMO: 0.62 eV
* strongest force on any atom: 7.36 eV/Å
* electronic energy: -9898.214 eV

Positions of all 17 atoms, in Å:
O  2.441  -0.760  -1.008
C  1.549  0.011  -0.293
C  0.360  -1.021  -0.035
C  -0.743  -1.120  0.927
C  -1.642  0.012  0.262
C  -1.058  1.515  0.517
N  -1.074  0.723  -0.845
C  0.177  0.071  -0.991
H  2.966  0.283  -1.145
H  1.954  0.633  0.559
H  0.857  -1.919  -0.243
H  -1.576  -1.954  0.951
H  -0.411  -0.568  1.931
H  -2.748  0.064  -0.059
H  -1.568  2.540  0.737
H  0.137  1.539  0.836
H  0.377  -0.049  -2.102

=====

Computed, not measured: 2 unconnected molecules or ions with the total composition C6H9NO, with ωB97M-V/def2-TZVPD.

Computed properties:
* frontier orbital gap: 9.378 eV
* energy above the lowest of the compared OMol25 structures with the same formula, charge and spin: 1.019 eV
* total charge: 0
* E_LUMO: 0.87 eV
* strongest force on any atom: 1.17 eV/Å
* electronic energy: -9904.585 eV

Positions of all 17 atoms, in Å:
C  -1.363  -1.133  -1.934
C  -1.551  -0.903  -0.635
C  -0.718  -0.001  0.161
C  -0.131  -0.319  1.430
C  0.615  0.751  1.814
N  0.535  1.704  0.830
C  -0.317  1.268  -0.149
H  -2.092  -1.693  -2.503
H  -0.479  -0.794  -2.461
H  -2.229  -1.547  -0.083
H  -0.333  -1.185  2.037
H  1.281  0.932  2.640
H  1.099  2.533  0.806
H  -0.439  1.892  -1.017
O  2.170  -1.056  -0.952
H  1.764  -0.199  -1.121
H  1.397  -1.611  -0.803

=====

Computed, not measured: a single C6H9NO molecule, with ωB97M-V/def2-TZVPD.

Computed properties:
* frontier orbital gap: 9.814 eV
* energy above the lowest of the compared OMol25 structures with the same formula, charge and spin: 7.535 eV
* total charge: 0
* E_LUMO: 1.03 eV
* strongest force on any atom: 8.46 eV/Å
* electronic energy: -9898.069 eV

Positions of all 17 atoms, in Å:
C  -2.566  -0.809  0.974
C  -1.118  -0.946  0.043
N  0.112  -1.646  0.745
C  1.064  -0.507  -0.027
C  2.080  0.765  -0.149
C  1.308  1.611  -0.847
O  -0.039  1.347  -0.923
C  -0.235  0.198  -0.144
H  -2.097  0.048  1.734
H  -2.947  -1.593  1.523
H  -3.171  -0.078  0.427
H  -1.252  -1.451  -0.815
H  -0.151  -1.061  1.523
H  1.408  -0.912  -1.099
H  3.066  0.647  0.531
H  1.733  2.442  -1.587
H  -0.253  0.824  0.832

=====

Computed, not measured: a single C6H9NO molecule, with ωB97M-V/def2-TZVPD.

Computed properties:
* frontier orbital gap: 10.125 eV
* energy above the lowest of the compared OMol25 structures with the same formula, charge and spin: 1.954 eV
* total charge: 0
* E_LUMO: 0.92 eV
* strongest force on any atom: 3.90 eV/Å
* electronic energy: -9903.650 eV

Positions of all 17 atoms, in Å:
O  1.858  -1.041  -0.630
C  1.140  -0.179  -0.096
C  0.406  -0.046  1.201
C  -0.973  -0.861  0.960
N  -1.455  -0.786  -0.423
C  -1.094  0.463  -1.085
C  0.366  0.959  -0.690
C  0.146  1.466  0.762
H  0.952  -0.254  2.110
H  -1.625  -0.550  1.769
H  -0.836  -1.969  1.168
H  -1.140  -1.648  -0.926
H  -1.768  1.234  -0.756
H  -1.226  0.370  -2.220
H  0.904  1.600  -1.477
H  0.891  2.234  1.052
H  -0.771  2.008  0.973

=====

- electronic energy of number 3 (C6H9NO)?
  -9898.069 eV